{
  "formula": "C23H17IrN3O5S2",
  "method": "ωB97M-V/def2-TZVPD",
  "e_lumo_ev": [-1.0, -4.1],
  "spin_multiplicity": 6,
  "homo_ha": [-0.2396, -0.3270],
  "elements": ["Ir", "C", "C", "N", "N", "C", "S", "S", "C", "C", "C", "C", "C", "C", "C", "C", "C", "C", "C", "C", "C", "O", "H", "H", "H", "H", "H", "H", "H", "H", "H", "H", "H", "H", "H", "H", "O", "C", "O", "C", "C", "C", "N", "C", "C", "C", "O", "O", "H", "H", "H"],
  "positions_angstrom": [[0.78315, 2.22365, -0.90579], [2.17514, -1.12417, 1.30277], [2.15914, 0.31066, 0.87183], [1.93565, 0.62560, -0.49203], [2.16416, -0.36786, -1.34623], [1.60137, -0.17903, -2.51966], [0.50123, 1.08155, -2.82469], [2.14710, -1.26056, -3.80924], [0.56066, -1.97011, -4.32465], [-0.14059, -2.76739, -3.26431], [-1.14907, -2.18340, -2.50145], [-1.78556, -2.90382, -1.50133], [-1.41239, -4.21404, -1.23980], [-0.41702, -4.80785, -2.00441], [0.20576, -4.08938, -3.01196], [2.35404, 1.37383, 1.77911], [2.62248, 1.08352, 3.16242], [2.82297, 2.06345, 4.08866], [2.75438, 3.42070, 3.70069], [2.49316, 3.74544, 2.39487], [2.31119, 2.74709, 1.42907], [2.10806, 3.18578, 0.17168], [1.70401, -1.76815, 0.56005], [1.66609, -1.26332, 2.25928], [3.20071, -1.48455, 1.42546], [0.82895, -2.59042, -5.18117], [-0.09128, -1.17753, -4.69809], [-1.45359, -1.16463, -2.71078], [-2.58754, -2.44932, -0.93569], [-1.90370, -4.77594, -0.45697], [-0.13181, -5.83461, -1.82095], [0.98347, -4.55910, -3.60218], [2.70071, 0.05423, 3.47581], [3.04716, 1.80256, 5.11316], [2.91040, 4.20221, 4.43111], [2.43082, 4.77132, 2.06353], [-5.61655, 1.26073, 1.81881], [-4.88291, 0.31163, 1.88946], [-4.81367, -0.86295, 2.15779], [-3.36234, 0.77349, 1.27471], [-2.26389, -0.00663, 1.58309], [-1.05732, 0.41230, 1.04876], [-0.96264, 1.49230, 0.27934], [-2.03619, 2.22654, 0.00036], [-3.29341, 1.90062, 0.49701], [-1.82832, 3.43987, -0.86669], [-2.73984, 4.19550, -1.08004], [-0.62608, 3.58513, -1.37655], [-2.33840, -0.88926, 2.19570], [-0.14110, -0.12866, 1.23496], [-4.13679, 2.53297, 0.26515]],
  "atomic_forces_ev_per_a": [[0.829, -0.568, -0.031], [0.047, -0.026, -0.187], [0.289, 0.366, 0.444], [-0.432, -0.359, -0.051], [-0.320, 0.976, -0.032], [0.844, -1.014, 0.031], [-0.445, 0.191, -0.703], [-0.076, 0.181, 0.320], [-0.354, 0.018, -0.293], [-0.020, 0.066, 0.087], [-0.016, -0.008, -0.085], [0.019, -0.047, 0.040], [0.011, 0.002, -0.041], [-0.040, 0.033, 0.009], [0.147, -0.043, 0.037], [0.003, -0.817, 0.162], [0.003, 0.035, -0.171], [-0.013, 0.341, -0.166], [0.036, -0.223, 0.306], [0.018, -0.246, -0.157], [0.057, 0.841, -0.280], [-0.210, 0.106, 0.431], [0.010, 0.084, -0.011], [0.006, 0.026, -0.024], [0.003, -0.041, 0.014], [-0.024, -0.047, 0.025], [0.091, 0.005, 0.018], [0.011, 0.012, 0.009], [-0.026, 0.055, 0.052], [-0.026, -0.008, 0.009], [0.012, -0.030, 0.009], [0.022, 0.006, -0.018], [-0.012, -0.059, -0.026], [-0.017, -0.006, 0.034], [0.000, 0.015, 0.029], [0.014, 0.059, -0.018], [-0.158, 0.387, 0.157], [-0.046, -0.157, -0.415], [0.123, -0.284, 0.217], [0.156, -0.075, 0.134], [-0.147, 0.236, -0.106], [-0.035, -0.118, 0.070], [-0.076, -0.070, 0.076], [-0.166, -0.315, 0.363], [0.076, 0.191, -0.144], [0.441, 0.600, -0.647], [-0.379, 0.007, 0.147], [-0.203, -0.167, 0.351], [-0.001, -0.048, 0.009], [-0.007, -0.040, 0.000], [-0.019, -0.024, 0.013]],
  "lowdin_spin": [1.6178, 0.0478, 0.3608, 0.3078, 0.0766, 0.1579, 0.3289, 0.0249, 0.0123, 0.0018, 0.0047, 0.0003, 0.0004, 0.0000, 0.0004, 0.0624, 0.0843, 0.0104, 0.1357, -0.0041, 0.1523, 0.2826, 0.0010, 0.0101, 0.0165, 0.0002, 0.0024, 0.0046, 0.0000, 0.0000, 0.0000, 0.0000, 0.0062, -0.0022, 0.0085, -0.0036, 0.2822, 0.0968, 0.2916, 0.2644, 0.0226, 0.0348, 0.1155, 0.0282, 0.0214, 0.0101, 0.0215, 0.0919, 0.0009, 0.0071, 0.0014]
}